200
Properties=species:S:1:pos:R:3 method="wB97M-V/def2-TZVPD" homo_ev="-10.79 / -10.79" multiplicity=2 homo_lumo_gap_ev="6.82 / 2.81" total_energy_ev=-177804.60279 charge=+1 lumo_energy_ev="-3.97 / -7.98"
H -2.97614 5.23638 -6.49555
H -1.84017 -2.70708 1.49327
C 3.41566 1.19446 -1.67226
H 4.93124 -5.12360 -2.32902
C -3.68634 1.54320 0.26195
C -1.41554 3.82774 7.32514
C 7.17412 -2.76152 -0.58173
F -2.97587 -0.68299 -0.08184
O -6.03854 7.12296 2.35119
C -3.91948 0.25300 -4.69621
C -1.01374 -2.71725 4.74116
C 6.26051 -0.41360 4.16447
O 3.87862 -0.43360 6.58787
H 4.60734 0.43205 -4.08917
C -2.79342 -5.57979 -0.02173
C 1.21534 0.55619 -7.34743
C 5.21423 -1.52102 0.94716
H 3.23085 2.13806 5.54439
O -0.11358 0.12631 -7.19112
C -1.59494 1.17746 3.15731
H -3.99080 -3.60941 2.45098
C 0.35253 1.20522 -0.04092
C -2.87603 -4.44347 -1.03140
H -2.63808 1.79153 0.18515
H 4.19033 2.90346 -4.51169
C 4.60488 -5.43423 -3.32154
C 5.96163 -0.75911 0.08251
C 0.51906 1.10804 -5.15040
H 7.15640 0.20534 4.11537
C -5.22091 -0.33954 0.38057
H -4.78278 -3.54906 -1.78071
C -1.97697 -2.95455 2.53560
H 0.22438 5.34074 3.11180
C -3.75752 4.38692 -3.02130
H 7.54938 -0.75351 -1.30867
H -5.47785 6.36864 5.23279
H 2.01152 6.20073 4.37475
H -2.23788 5.23247 0.23553
C 3.10341 2.41719 -2.57639
H 3.55862 -1.69621 -2.01115
H -5.56185 0.75074 -6.14686
H 2.47737 3.86606 0.92014
H 1.71577 -6.04807 3.01298
O -1.02842 2.14295 5.40192
H 5.34459 -5.04149 -4.01917
C 2.87394 5.30574 2.52606
H 0.27644 4.15086 4.38864
H -2.65033 -3.49707 -0.53999
H -1.39248 4.81538 6.86455
H -0.17944 -2.46624 5.37938
H -2.32055 -3.17292 6.38006
H 4.17935 -7.44086 -2.60172
H 2.21634 1.58664 4.32904
C -0.07726 -1.12030 -0.79046
H 3.04810 -3.26200 -1.26631
H 3.72659 -7.37207 1.46092
C -3.67105 -2.08024 -4.30063
O -5.64401 4.65559 2.91451
H -5.60090 -5.95593 -0.69475
H -6.87978 2.51968 0.73555
H 5.10379 1.03843 4.99556
H 0.47938 0.93057 -4.07567
C -1.33441 0.93739 4.62851
C -4.69178 -2.33069 -5.18017
C 6.35629 -3.45350 0.28880
O 1.50188 -4.98286 1.10800
C 2.41420 1.43286 5.38984
H 0.96212 -2.63092 0.27426
H -5.41944 -1.39589 0.27522
H -2.65993 -6.56459 -0.46947
H 0.59501 2.17907 -5.33808
H 2.22281 2.19620 -3.17955
H 5.55186 -7.30833 -3.73807
C -6.30758 0.55318 0.62173
H 2.06901 -0.40407 -5.59595
C -3.54681 4.31676 -6.36617
H 3.97975 -7.24496 -4.33080
S -5.20270 6.02790 2.86334
O 3.29022 -4.94478 -3.55463
H -0.97080 -0.30692 -5.24044
H 3.31128 3.22073 2.44441
S -2.34009 2.81221 6.15906
C 2.17357 5.24427 3.87775
H -1.99471 -5.49463 0.71510
H 0.35636 -6.43741 0.24270
H 4.68624 -2.96042 -2.06101
H 2.71119 0.36432 -1.72416
H 1.70338 1.41016 1.57852
S -5.10573 4.67997 -5.40089
H 2.24791 -7.53005 -0.74032
H -6.22848 -1.51370 -6.43763
H -0.42534 0.34631 4.73950
C 1.73854 0.58234 -5.92134
F -4.45807 -3.69791 5.07658
C 4.56920 -6.91714 -3.47455
C 4.98902 1.19046 -3.40563
C 1.41735 -0.62405 1.02429
S 3.07500 -3.28557 -3.74875
C 6.94267 -1.37169 -0.66357
O -4.75533 3.78347 -3.98619
C -4.71795 2.45242 0.33461
C 2.25602 -5.82307 2.09342
H -3.59474 5.46468 -3.01340
C -4.99144 0.02042 -5.59217
S 2.97453 -0.33426 5.47527
O -5.12413 6.10595 -5.07992
H -5.64519 -4.37369 0.12569
H -4.31195 -5.15300 -2.46564
C 2.45691 -6.68839 -0.08000
C -0.91062 -2.65155 3.36600
H 4.81042 -3.53389 1.70690
C 3.61072 -2.78349 -2.06793
H 5.03264 1.06849 3.21839
H -1.96140 3.90910 -1.98276
F -1.10003 0.65491 -1.87638
H -2.49917 -0.57457 -3.34241
H 0.24742 2.27833 -0.10260
O 4.08963 -2.73791 -4.62917
C -2.20878 -3.19361 5.30606
H -1.70733 3.61639 -3.65716
C 2.67130 -7.13423 1.32712
C 1.17871 0.71743 0.93723
H -4.39181 7.57747 4.51130
H -2.59507 1.59101 3.02769
C -0.66599 0.50434 -5.90154
C -3.16334 -3.36966 3.10231
H -0.64162 -1.70386 -1.50274
H -4.58502 3.52241 0.27275
H -0.00990 -2.35658 2.84825
H -0.86841 1.85183 2.70400
H 1.51412 1.70940 5.93893
H -1.00000 5.93548 1.19214
H -2.19532 -4.49763 -1.88099
H 2.13056 -1.04243 1.71904
C -1.72309 5.11986 1.18969
H -7.29597 0.12051 0.66968
O 4.74983 0.85511 -2.07570
C -0.27287 0.23455 -0.91245
H -3.17019 -2.89941 -3.80615
C 4.35256 2.58805 -3.48101
H 6.38900 -0.96015 5.09875
H -3.89379 3.90344 -7.31320
C -4.62615 6.51449 4.56838
F 8.20314 -3.36389 -1.22803
H -3.78585 5.91029 4.91033
C -6.01597 1.90922 0.51742
C -4.26443 -4.49094 -1.60105
H -3.40041 4.06826 2.26322
H -1.13804 4.20126 1.23424
H -1.37187 1.33342 -5.95110
C -3.28300 -0.80350 -4.04923
C 4.99616 0.42753 4.09928
H 3.35596 -6.17233 -0.41689
H 3.12876 -5.21341 2.32738
H 4.96471 3.38297 -3.05506
O -3.09248 3.67190 5.24507
C -5.37663 -1.32080 -5.80239
H 3.51928 1.52765 -0.63962
H 6.45876 -1.11949 3.35793
H 2.74837 4.64908 4.58729
H 3.93361 5.51881 2.66677
H -2.74735 2.54667 -2.62508
F -5.16199 -3.54643 -5.35322
O 1.63851 -3.14632 -3.85698
H -3.66144 1.26015 -4.40389
H -2.15601 0.45072 5.15407
O 1.28807 3.59393 2.61794
H -1.50556 0.20032 2.68265
H 2.45964 6.05975 1.85679
O -4.03414 -5.51066 0.58690
C -5.01192 -5.08664 -0.40229
H 6.58974 -4.50713 0.33077
H -4.34698 4.15077 -2.13538
H 2.61471 1.21715 -5.78922
C 0.84199 4.55667 3.54984
O -3.09203 1.81436 6.93193
O 1.76637 -1.14254 5.35017
H 5.78038 0.30012 -0.02512
O 3.83004 -0.38189 4.06948
C -2.47339 3.56963 -2.88317
C -3.95199 0.16382 0.20267
H 1.01800 -5.06518 -0.78110
O -6.31917 4.12602 -6.00941
H 1.24223 1.49500 -7.90061
H 1.79524 -0.18184 -7.90163
H 1.99209 -7.94279 1.59731
C -3.30129 -3.45659 4.48361
H 6.05275 1.29109 -3.62112
O -3.77360 6.12972 2.02454
H -2.92041 3.53117 -5.94357
C 5.38537 -2.87817 1.06981
C 1.20345 -5.79232 0.00947
H -2.34912 5.25400 3.21640
C 0.75555 -1.57473 0.18382
H 2.83224 3.32381 -2.03547
C -2.87842 5.02473 2.29153
H -0.46084 3.32980 7.49455
C 2.56894 3.88773 2.00607
H -1.91776 3.81108 8.29241
H 4.54221 -0.96720 1.58596